Run 1
DFT (wB97M-V/def2-TZVPD) results for C5H8FNO in the gas phase.

Calculated values
- LUMO (eV) = 0.9
- HOMO energy (eV) = -8.9
- SMILES string = C=CO/C=C(/F)CN
- charge = 0
- orbital gap (eV) = 9.9

Each line ends with the Löwdin charge.
Element x y z (Å)
C  1.663  2.081  0.667  0.013
C  0.347  2.165  0.603  -0.220
O  -0.517  1.372  -0.107  -0.064
C  0.059  0.535  -1.027  -0.092
C  -0.287  -0.751  -1.086  -0.273
F  0.239  -1.495  -2.071  0.061
C  -1.224  -1.484  -0.184  -0.217
N  -0.519  -2.548  0.527  0.004
H  2.228  2.810  1.249  0.059
H  2.231  1.307  0.123  0.066
H  -0.190  2.931  1.158  0.117
H  0.781  0.993  -1.720  0.146
H  -1.710  -0.712  0.454  0.119
H  -2.027  -1.949  -0.828  0.139
H  0.118  -2.140  1.231  0.086
H  -1.192  -3.115  1.011  0.057


Run 2
DFT (wB97M-V/def2-TZVPD) results for C5H8FNO in the gas phase.

Calculated values
- LUMO (eV) = 0.9
- HOMO energy (eV) = -9.4
- SMILES string = O=C[C@]1(F)CCNC1
- charge = 0
- orbital gap (eV) = 10.3

Each line ends with the Löwdin charge.
Element x y z (Å)
O  -2.484  -0.851  0.401  0.094
C  -2.075  0.202  0.013  -0.195
C  -0.635  0.446  -0.129  -0.482
F  -0.473  1.655  -0.725  0.036
C  0.071  -0.617  -0.985  -0.047
C  1.501  -0.695  -0.331  -0.185
N  1.481  0.235  0.775  -0.063
C  0.117  0.455  1.217  -0.111
H  -2.677  1.048  -0.286  0.133
H  -0.510  -1.535  -0.965  0.114
H  0.173  -0.279  -2.006  0.114
H  1.702  -1.689  0.091  0.110
H  2.305  -0.513  -1.046  0.113
H  1.700  1.139  0.356  0.107
H  -0.249  -0.371  1.828  0.130
H  0.053  1.371  1.791  0.131


Relative energies, unit eV: run 1 1.184; run 2 0.000


Run 1
DFT (wB97M-V/def2-TZVPD) results for a molecular structure, C7H10N2.

Calculated values
- LUMO (eV) = -0.3
- HOMO energy (eV) = -8.6
- charge = 0
- orbital gap (eV) = 8.3

Each line ends with the Löwdin charge.
Element x y z (Å)
C  -2.011  -1.360  -1.235  -0.146
C  -1.533  -0.173  -0.253  -0.280
C  -1.004  1.265  -0.789  -0.166
C  0.099  -0.353  0.300  -0.109
C  2.074  1.535  1.186  -0.172
C  2.567  0.119  1.153  -0.196
C  2.838  -1.072  1.431  0.018
H  -1.367  -2.460  -0.678  0.126
H  -1.476  -1.279  -2.313  0.076
H  -3.407  -1.783  -1.219  0.162
H  -2.136  -0.009  0.671  0.105
H  -1.274  2.340  -0.259  0.143
H  -0.866  1.489  -1.859  0.085
H  0.483  -1.314  0.032  0.062
H  0.200  0.061  1.260  0.063
H  2.345  2.324  2.058  0.141
H  2.907  -2.314  0.714  0.200
N  0.449  0.932  -0.521  -0.167
N  1.110  2.050  0.318  0.054


Run 2
DFT (wB97M-V/def2-TZVPD) results for C7H10N2 in the gas phase.

Calculated values
- LUMO (eV) = 0.9
- HOMO energy (eV) = -7.6
- SMILES string = [H]/N=c1\cc(C)ccn1C
- charge = 0
- orbital gap (eV) = 8.5

Each line ends with the Löwdin charge.
Element x y z (Å)
H  -2.100  -1.904  1.032  0.032
N  -1.110  -2.095  0.866  0.083
C  -0.466  -1.039  0.478  -0.415
C  -1.221  0.171  0.310  0.009
C  -0.651  1.287  -0.316  -0.246
C  -1.484  2.479  -0.651  -0.060
C  0.782  1.228  -0.654  -0.048
C  1.489  0.086  -0.437  -0.049
N  0.902  -1.051  0.183  -0.070
C  1.703  -2.234  0.557  -0.039
H  -2.273  0.163  0.586  0.111
H  -1.708  2.426  -1.693  0.077
H  -1.021  3.401  -0.398  0.067
H  -2.453  2.488  -0.127  0.086
H  1.258  2.131  -1.056  0.107
H  2.526  0.052  -0.669  0.106
H  2.547  -2.354  -0.115  0.076
H  1.128  -3.174  0.553  0.081
H  2.152  -2.061  1.549  0.092


Relative energies, unit eV: run 1 10.577; run 2 0.000


Run 1
DFT (wB97M-V/def2-TZVPD) results for a molecular structure, C6H19AgBrN5O3.

Calculated values
- LUMO (eV) = -3.0
- HOMO energy (eV) = -8.9
- charge = 0
- orbital gap (eV) = 5.9

Each line ends with the Löwdin charge.
Element x y z (Å)
Ag  -4.192  -0.811  0.903  0.616
Br  -1.955  -0.261  -0.841  -0.045
C  1.173  1.432  1.094  -0.069
C  1.878  1.019  -0.233  -0.425
C  2.053  -0.488  -0.293  -0.250
O  2.809  -0.873  -1.357  -0.168
C  3.531  -2.047  -1.296  -0.108
N  1.149  1.516  -1.391  0.042
H  0.129  1.129  1.025  0.033
H  1.180  2.514  1.226  0.069
H  1.617  0.985  1.983  0.067
H  2.830  1.550  -0.256  0.134
H  1.070  -0.943  -0.420  0.093
H  2.525  -0.723  0.660  0.127
H  4.437  -1.826  -0.732  0.088
H  3.773  -2.399  -2.299  0.091
H  2.924  -2.825  -0.833  0.069
H  0.740  2.372  -1.045  0.049
H  0.314  0.954  -1.475  -0.039
C  -4.054  3.479  -1.082  -0.742
O  -4.837  4.442  -1.198  -0.009
N  -4.434  2.222  -1.207  0.132
N  -2.754  3.616  -0.901  0.163
H  -5.413  1.985  -1.282  0.107
H  -3.786  1.453  -1.113  -0.080
H  -2.413  4.560  -0.788  0.118
H  -2.111  2.838  -0.902  0.065
C  0.417  -3.332  1.285  -0.798
O  0.829  -3.654  0.189  0.048
N  -0.508  -2.463  1.438  0.135
N  0.808  -3.673  2.495  0.157
H  -0.885  -2.260  0.523  -0.002
H  -0.942  -2.141  2.291  0.107
H  0.380  -3.235  3.298  0.105
H  1.717  -4.112  2.537  0.117


Run 2
DFT (wB97M-V/def2-TZVPD) results for a molecular structure, C6H19AgBrN5O3.

Calculated values
- LUMO (eV) = -4.3
- HOMO energy (eV) = -7.5
- charge = 0
- orbital gap (eV) = 3.3

Each line ends with the Löwdin charge.
Element x y z (Å)
Ag  13.447  16.821  22.193  0.720
Br  14.893  13.112  19.051  -0.721
C  15.431  15.549  11.971  -0.026
C  15.209  14.137  11.143  -0.414
C  16.510  13.468  10.767  -0.204
O  16.265  12.339  9.859  -0.210
C  17.401  11.954  9.058  -0.099
N  14.566  13.337  12.124  0.010
H  16.417  15.929  11.703  0.053
H  15.405  15.403  13.051  0.065
H  14.711  16.296  11.638  0.061
H  14.587  14.272  10.258  0.137
H  17.069  13.155  11.648  0.125
H  17.132  14.204  10.257  0.111
H  17.290  10.914  8.751  0.087
H  18.300  11.946  9.675  0.073
H  17.570  12.758  8.343  0.085
H  15.233  13.273  12.880  0.073
H  14.394  12.500  11.587  0.072
C  18.853  7.331  18.367  -0.878
O  19.367  6.297  18.140  0.066
N  18.396  7.715  19.538  0.167
N  18.691  8.161  17.429  0.167
H  18.319  6.951  20.194  0.118
H  17.952  8.617  19.640  0.109
H  18.218  9.042  17.574  0.119
H  18.828  7.667  16.558  0.131
C  21.353  15.865  14.180  -0.779
O  21.145  17.061  14.323  0.020
N  21.033  14.927  15.057  0.159
N  22.095  15.403  13.226  0.151
H  20.433  15.032  15.863  0.121
H  21.379  14.018  14.787  0.097
H  22.424  14.448  13.193  0.108
H  22.348  16.015  12.464  0.123


Relative energies, unit eV: run 1 0.000; run 2 3.994


Run 1
DFT (wB97M-V/def2-TZVPD) results for 4 unconnected molecules or ions with the total composition C4H14O2S2.

Calculated values
- LUMO (eV) = -4.5
- HOMO energy (eV) = -8.2
- charge = 0
- orbital gap (eV) = 3.7

Each line ends with the Löwdin charge.
Element x y z (Å)
C  0.172  1.656  1.287  -0.181
C  1.498  1.808  0.630  -0.634
S  2.227  0.301  -0.081  0.753
S  -2.414  -0.034  -1.343  0.742
C  -0.829  -0.767  -1.342  -0.757
C  0.153  -0.140  -2.317  -0.225
H  -0.476  1.030  0.672  0.013
H  -0.472  2.527  1.440  0.086
H  0.157  1.142  2.251  0.084
H  2.295  2.116  1.322  0.068
H  1.474  2.607  -0.113  0.066
H  -0.342  -0.662  -0.346  0.026
H  -0.957  -1.811  -1.618  0.069
H  1.069  -0.748  -2.246  0.055
H  0.454  0.870  -2.041  0.045
H  -0.141  -0.160  -3.370  0.074
H  1.274  -1.736  0.577  -0.108
H  1.244  -3.004  1.512  0.058
O  0.739  -2.480  0.850  -0.103
H  -2.625  -0.416  0.823  -0.093
H  -2.178  -1.525  1.729  0.042
O  -2.322  -0.573  1.725  -0.080


Run 2
DFT (wB97M-V/def2-TZVPD) results for 3 unconnected molecules or ions with the total composition C4H14O2S2.

Calculated values
- LUMO (eV) = 0.5
- HOMO energy (eV) = -8.2
- SMILES string = CCSSCC.O.O
- charge = 0
- orbital gap (eV) = 8.7

Each line ends with the Löwdin charge.
Element x y z (Å)
C  4.049  1.697  -0.055  -0.223
C  2.815  1.586  -0.849  -0.584
S  2.329  -0.234  -1.057  0.383
S  0.377  -0.778  -1.699  0.389
C  -0.828  0.223  -0.453  -0.500
C  -1.508  1.535  -0.951  -0.163
H  4.960  1.060  -0.112  0.089
H  3.754  1.470  1.063  0.116
H  4.491  2.596  -0.118  0.018
H  3.062  2.084  -1.930  0.116
H  1.807  2.017  -0.606  0.060
H  -1.623  -0.661  -0.193  0.091
H  -0.558  0.583  0.615  0.093
H  -1.074  2.419  -0.486  0.074
H  -2.444  1.466  -0.600  0.017
H  -1.539  1.709  -1.937  0.021
O  -4.802  0.307  1.783  -0.087
H  -5.131  0.575  2.618  0.005
H  -5.332  -0.010  0.984  0.084
O  -3.360  -3.201  4.425  -0.092
H  -2.821  -2.438  4.102  0.050
H  -2.712  -3.772  4.888  0.042


Relative energies, unit eV: run 1 1.700; run 2 0.000